[1]
{"formula": "C35H39NO6P", "method": "ωB97M-V/def2-TZVPD", "elements": ["C", "C", "O", "P", "C", "C", "O", "O", "C", "C", "O", "O", "C", "C", "H", "H", "H", "H", "H", "H", "H", "H", "H", "H", "H", "H", "H", "H", "H", "H", "C", "N", "C", "C", "C", "C", "C", "C", "C", "C", "C", "C", "C", "C", "C", "C", "C", "C", "O", "C", "C", "C", "C", "C", "C", "C", "C", "C", "C", "H", "H", "H", "H", "H", "H", "H", "H", "H", "H", "H", "H", "H", "H", "H", "H", "H", "H", "H", "H", "H", "H", "H"], "positions_angstrom": [[-4.695, 3.093, 0.096], [-3.350, 2.435, 0.306], [-2.343, 3.421, 0.691], [-0.807, 2.949, 0.704], [-0.879, 1.687, 1.978], [0.260, 1.810, 2.889], [0.262, 1.778, 4.118], [1.383, 1.885, 2.132], [2.612, 1.829, 2.892], [3.708, 1.675, 1.871], [-0.229, 2.407, -0.548], [-0.165, 4.343, 1.212], [0.722, 5.104, 0.343], [0.185, 6.490, 0.017], [-5.446, 2.301, -0.039], [-4.991, 3.698, 0.963], [-4.714, 3.725, -0.804], [-3.417, 1.685, 1.100], [-2.994, 1.954, -0.610], [-1.801, 1.735, 2.558], [2.734, 2.761, 3.467], [2.561, 0.985, 3.597], [4.004, 0.629, 1.792], [3.381, 2.021, 0.890], [4.568, 2.254, 2.195], [1.684, 5.183, 0.867], [0.886, 4.537, -0.590], [0.945, 7.050, -0.537], [-0.704, 6.443, -0.620], [-0.058, 7.057, 0.919], [2.469, -3.721, 5.465], [2.832, -3.329, 4.111], [3.971, -4.012, 3.528], [2.137, -2.383, 3.416], [2.516, -1.955, 2.116], [1.684, -1.113, 1.387], [0.371, -0.798, 1.818], [-0.629, -0.259, 0.932], [-0.798, -0.757, -0.387], [-2.021, -0.536, -1.103], [-2.211, -0.837, -2.428], [-3.461, -0.535, -3.152], [-4.304, 0.495, -2.692], [-5.458, 0.858, -3.376], [-5.817, 0.189, -4.554], [-5.007, -0.861, -5.018], [-3.850, -1.217, -4.325], [-1.064, -1.377, -3.210], [-1.085, -1.411, -4.451], [0.127, -1.801, -2.446], [1.278, -2.391, -3.172], [2.580, -2.269, -2.637], [3.694, -2.783, -3.304], [3.546, -3.445, -4.528], [2.267, -3.571, -5.084], [1.156, -3.055, -4.415], [0.146, -1.570, -1.087], [0.095, -1.057, 3.188], [0.953, -1.798, 3.966], [1.385, -3.753, 5.607], [2.871, -4.721, 5.638], [2.893, -3.043, 6.215], [3.722, -4.404, 2.533], [4.839, -3.345, 3.432], [4.230, -4.843, 4.189], [3.456, -2.300, 1.680], [2.039, -0.740, 0.411], [-1.544, 0.204, 1.383], [-2.875, -0.169, -0.537], [-4.025, 1.037, -1.795], [-6.062, 1.679, -2.990], [-6.721, 0.479, -5.099], [-5.276, -1.394, -5.934], [-3.238, -2.018, -4.727], [2.722, -1.734, -1.696], [4.686, -2.663, -2.869], [4.410, -3.859, -5.049], [2.124, -4.069, -6.044], [0.176, -3.140, -4.877], [0.913, -2.095, -0.522], [-0.845, -0.745, 3.626], [0.701, -1.988, 5.014]], "mulliken_charge": [-1.632, 0.178, -0.584, 0.971, -0.028, -0.383, -0.741, -0.014, -0.316, -1.098, -0.820, -0.334, -0.191, -1.261, 0.385, 0.415, 0.319, 0.112, 0.301, 0.774, 0.460, 0.207, 0.212, 0.261, 0.359, 0.263, 0.338, 0.392, 0.290, 0.283, -1.018, 0.159, -0.957, 0.883, -0.892, -0.636, 0.076, -0.267, -0.294, -1.451, -0.058, 0.318, 0.345, -0.607, -0.385, -0.598, -0.435, 0.748, -0.822, -0.439, 0.059, -0.219, -0.724, -0.321, -0.651, -0.289, -0.275, -0.951, -0.981, 0.333, 0.299, 0.310, 0.344, 0.296, 0.263, 0.466, 1.216, 0.584, 1.331, -0.076, 0.360, 0.343, 0.349, 0.362, 0.370, 0.365, 0.349, 0.351, 0.392, 1.296, 0.407, 0.252], "orbital_gap_ev": 5.95, "molar_mass_g_mol": 600.67, "relative_energy_ev": 1.337, "e_homo_ev": -3.624, "largest_force_ha_per_bohr": 0.0846, "charge": -1, "total_energy_ev": -59992.849}



[2]
{"formula": "C35H40MnN4P2", "method": "ωB97M-V/def2-TZVPD", "elements": ["Mn", "C", "C", "C", "C", "C", "C", "C", "C", "C", "H", "H", "H", "H", "H", "H", "H", "H", "H", "H", "H", "H", "H", "H", "H", "P", "P", "N", "N", "N", "N", "C", "C", "C", "C", "C", "C", "C", "C", "C", "C", "C", "C", "C", "C", "C", "C", "C", "C", "H", "H", "H", "H", "H", "H", "H", "H", "H", "H", "H", "H", "H", "H", "H", "H", "H", "H", "H", "H", "C", "C", "C", "C", "C", "C", "C", "C", "H", "H", "H", "H", "H"], "positions_angstrom": [[0.218, 0.487, 1.392], [-1.856, 1.701, -4.651], [-1.979, 0.390, -4.407], [-1.152, -0.665, -5.048], [0.364, -0.402, -5.129], [1.003, 0.371, -4.021], [1.026, 1.712, -3.923], [0.541, 2.590, -5.033], [-0.862, 2.276, -5.608], [1.457, 1.520, 2.479], [-2.588, 2.417, -4.280], [-2.797, -0.009, -3.819], [-1.477, -0.888, -6.078], [-1.344, -1.598, -4.502], [0.850, -1.392, -5.172], [0.569, 0.115, -6.076], [1.701, -0.234, -3.439], [1.506, 2.239, -3.099], [1.229, 2.553, -5.899], [0.581, 3.634, -4.690], [-1.258, 3.223, -6.013], [-0.727, 1.575, -6.443], [0.762, 2.036, 3.170], [2.155, 2.175, 1.952], [1.986, 0.730, 3.037], [1.748, -0.360, -0.010], [-1.344, -0.780, 0.486], [2.919, 0.775, -0.697], [2.904, -1.498, 0.593], [-2.090, 0.669, -0.269], [-2.700, -1.645, 1.060], [0.782, -1.182, -1.316], [-0.580, -1.771, -0.881], [2.808, 2.161, -0.549], [3.869, 2.760, -1.199], [4.678, 1.725, -1.774], [4.072, 0.510, -1.437], [3.781, -1.199, 1.645], [4.504, -2.345, 1.944], [4.035, -3.393, 1.077], [3.041, -2.847, 0.270], [-2.022, 1.999, 0.158], [-2.821, 2.753, -0.701], [-3.329, 1.887, -1.710], [-2.851, 0.604, -1.421], [-3.714, -2.190, 0.262], [-4.664, -2.786, 1.083], [-4.218, -2.596, 2.434], [-3.021, -1.904, 2.394], [1.407, -1.934, -1.818], [0.583, -0.379, -2.036], [-1.270, -1.822, -1.748], [-0.427, -2.793, -0.481], [2.001, 2.578, 0.034], [4.021, 3.832, -1.274], [5.574, 1.859, -2.346], [4.379, -0.501, -1.637], [3.795, -0.210, 2.083], [5.271, -2.425, 2.700], [4.373, -4.419, 1.062], [2.415, -3.283, -0.492], [-1.419, 2.297, 1.025], [-3.014, 3.823, -0.645], [-3.918, 2.148, -2.579], [-2.930, -0.331, -1.940], [-3.656, -2.096, -0.805], [-5.559, -3.290, 0.755], [-4.713, -2.960, 3.321], [-2.366, -1.554, 3.181], [-0.481, -0.186, 3.014], [-0.620, -0.340, 4.256], [-0.700, -0.393, 5.641], [-1.891, 0.025, 6.279], [-1.986, 0.077, 7.671], [-0.911, -0.278, 8.490], [0.250, -0.746, 7.874], [0.359, -0.838, 6.476], [-2.721, 0.298, 5.626], [-2.905, 0.440, 8.111], [-0.981, -0.207, 9.573], [1.096, -1.043, 8.494], [1.249, -1.248, 5.991]], "lowdin_spin": [4.069, 0.000, 0.000, 0.000, 0.000, 0.000, 0.001, 0.000, 0.000, 0.036, 0.000, 0.000, 0.000, 0.000, 0.000, 0.000, 0.000, 0.000, 0.000, 0.000, 0.000, 0.000, 0.025, 0.017, 0.009, 0.193, 0.085, 0.014, 0.047, 0.064, -0.001, 0.025, 0.006, 0.017, 0.001, 0.003, 0.001, 0.006, 0.006, 0.007, 0.009, 0.052, 0.004, 0.009, 0.005, 0.000, 0.000, 0.000, 0.000, 0.001, 0.005, -0.001, 0.001, 0.014, 0.000, 0.000, 0.000, 0.000, 0.001, 0.001, 0.000, 0.029, 0.000, 0.001, 0.000, 0.000, 0.000, 0.000, 0.001, 0.027, 0.133, 0.019, 0.020, -0.002, 0.017, -0.002, 0.021, 0.001, 0.000, 0.001, 0.000, 0.001], "orbital_gap_ev": [5.72, 7.30], "molar_mass_g_mol": 633.62, "s2": 8.813, "relative_energy_ev": 1.918, "e_homo_ev": [-5.314, -7.702], "largest_force_ha_per_bohr": 0.1104, "spin_multiplicity": 6, "charge": 0, "total_energy_ev": -92794.153}



[3]
{"formula": "C35H40N5O2P2PdSi2", "method": "ωB97M-V/def2-TZVPD", "elements": ["Pd", "C", "Si", "C", "C", "N", "P", "C", "P", "N", "Si", "C", "C", "C", "C", "C", "C", "C", "C", "C", "C", "C", "C", "C", "C", "C", "C", "C", "C", "C", "C", "C", "C", "C", "C", "C", "C", "C", "H", "H", "H", "H", "H", "H", "H", "H", "H", "H", "H", "H", "H", "H", "H", "H", "H", "H", "H", "H", "H", "H", "H", "H", "H", "H", "H", "H", "H", "H", "H", "H", "H", "H", "H", "H", "H", "H", "N", "C", "O", "C", "C", "N", "C", "N", "H", "H", "O"], "positions_angstrom": [[0.137, 0.168, 0.004], [-0.992, 1.681, -4.035], [0.323, 0.495, -3.407], [0.754, -0.696, -4.804], [1.839, 1.508, -3.006], [-0.216, -0.293, -1.993], [-1.064, -1.680, -1.657], [-1.069, -1.473, 0.016], [-1.216, -1.605, 1.696], [-0.199, -0.324, 2.010], [0.374, 0.377, 3.452], [2.233, 0.185, 3.546], [0.019, 2.219, 3.436], [-0.392, -0.363, 5.007], [-2.835, -1.166, 2.391], [-3.273, 0.135, 2.159], [-4.509, 0.539, 2.635], [-5.320, -0.350, 3.330], [-4.904, -1.659, 3.532], [-3.668, -2.069, 3.050], [-0.367, -3.039, 2.447], [-0.812, -3.788, 3.532], [-0.055, -4.856, 4.003], [1.140, -5.185, 3.383], [1.585, -4.438, 2.297], [0.836, -3.374, 1.826], [-0.025, -3.054, -2.245], [-0.517, -4.201, -2.859], [0.350, -5.220, -3.238], [1.707, -5.098, -2.983], [2.196, -3.962, -2.342], [1.338, -2.942, -1.968], [-2.638, -1.491, -2.532], [-3.639, -0.758, -1.900], [-4.850, -0.549, -2.541], [-5.073, -1.087, -3.803], [-4.080, -1.827, -4.432], [-2.866, -2.036, -3.795], [-0.587, 2.334, -4.814], [-1.352, 2.307, -3.214], [-1.853, 1.153, -4.456], [1.020, -0.125, -5.699], [-0.079, -1.353, -5.068], [1.609, -1.324, -4.541], [2.192, 2.035, -3.898], [2.644, 0.878, -2.622], [1.611, 2.247, -2.235], [2.684, 0.616, 2.649], [2.518, -0.869, 3.591], [2.641, 0.687, 4.429], [0.436, 2.653, 2.524], [0.478, 2.715, 4.295], [-1.054, 2.427, 3.457], [-0.021, -1.373, 5.200], [-1.484, -0.402, 4.956], [-0.122, 0.258, 5.865], [-2.639, 0.819, 1.604], [-4.839, 1.550, 2.446], [-6.285, -0.024, 3.697], [-5.542, -2.363, 4.051], [-3.368, -3.101, 3.173], [-1.725, -3.521, 4.044], [-0.402, -5.423, 4.858], [1.731, -6.016, 3.747], [2.522, -4.680, 1.812], [1.183, -2.772, 0.993], [-1.581, -4.311, -3.030], [-0.038, -6.107, -3.722], [2.388, -5.888, -3.274], [3.254, -3.865, -2.132], [1.710, -2.047, -1.472], [-3.452, -0.326, -0.924], [-5.604, 0.047, -2.046], [-6.020, -0.918, -4.300], [-4.244, -2.234, -5.422], [-2.083, -2.591, -4.298], [-0.643, 4.348, 0.000], [-1.592, 3.239, -0.045], [-1.177, 2.078, -0.038], [-2.937, 3.627, -0.118], [-3.973, 2.664, -0.189], [-4.839, 1.901, -0.247], [-3.329, 4.995, -0.125], [-3.710, 6.086, -0.134], [0.037, 4.118, -0.726], [-0.102, 4.187, 0.848], [1.967, 0.099, 0.003]], "mulliken_charge": [-0.011, -0.849, -0.433, -1.020, -0.987, 0.368, 2.714, -1.027, 3.363, 0.535, -0.493, -1.085, -0.816, -1.016, 0.587, -0.496, -0.871, -0.622, -0.908, -0.735, 0.573, -0.320, -0.950, -0.513, -0.843, -0.881, 0.656, -0.381, -0.728, -0.519, -0.892, -1.028, 0.379, -0.350, -0.766, -0.531, -0.958, -0.231, 0.363, 0.149, 0.259, 0.433, 0.257, 0.283, 0.348, 0.245, 0.163, 0.267, 0.270, 0.377, -0.067, 0.445, 0.278, 0.285, 0.297, 0.425, 0.164, 0.462, 0.378, 0.393, 0.512, 0.338, 0.413, 0.376, 0.437, 0.373, 0.531, 0.408, 0.391, 0.437, 0.337, 0.169, 0.501, 0.377, 0.393, 0.316, -0.713, 0.364, -0.014, 0.103, 0.280, -0.698, -0.188, -0.654, 0.378, 0.386, -0.941], "orbital_gap_ev": [6.99, 6.98], "molar_mass_g_mol": 787.28, "relative_energy_ev": 1.080, "e_homo_ev": [-5.236, -4.998], "largest_force_ha_per_bohr": 0.0649, "charge": -1, "total_energy_ev": -86303.668}



[4]
{"formula": "C35H40O3P2Tl", "method": "ωB97M-V/def2-TZVPD", "elements": ["Tl", "C", "P", "C", "C", "C", "C", "C", "C", "C", "P", "C", "C", "H", "H", "H", "H", "H", "H", "H", "H", "H", "H", "H", "H", "H", "H", "H", "H", "C", "C", "O", "C", "C", "C", "C", "C", "C", "O", "H", "H", "H", "H", "H", "H", "H", "C", "C", "C", "O", "H", "H", "H", "H", "H", "H", "C", "C", "C", "C", "C", "C", "C", "C", "C", "C", "C", "C", "C", "C", "H", "H", "H", "H", "H", "H", "H", "H", "H", "H", "H"], "positions_angstrom": [[-0.047, 0.169, -0.309], [-0.979, -3.360, 1.016], [-1.027, -1.595, 1.415], [-2.722, -1.367, 2.027], [0.022, -1.352, 2.878], [0.362, -2.437, 3.686], [1.141, -2.261, 4.819], [1.589, -0.993, 5.157], [1.265, 0.092, 4.357], [0.485, -0.068, 3.214], [0.073, 1.378, 2.177], [-1.353, 2.095, 3.071], [1.360, 2.613, 2.529], [0.050, -3.673, 0.859], [-1.530, -3.504, 0.086], [-1.452, -3.950, 1.800], [-2.874, -1.981, 2.916], [-3.420, -1.665, 1.243], [-2.908, -0.323, 2.263], [0.024, -3.435, 3.430], [1.399, -3.114, 5.433], [2.196, -0.847, 6.041], [1.635, 1.073, 4.630], [-1.093, 2.226, 4.123], [-2.230, 1.455, 2.999], [-1.599, 3.069, 2.639], [1.231, 3.038, 3.525], [1.279, 3.413, 1.792], [2.338, 2.150, 2.424], [2.906, -3.432, -1.170], [2.521, -2.084, -0.605], [1.320, -1.916, -0.337], [3.536, -1.062, -0.425], [4.872, -1.359, -0.790], [5.871, -0.428, -0.731], [5.555, 0.872, -0.304], [4.275, 1.198, 0.069], [3.225, 0.247, 0.048], [2.052, 0.626, 0.479], [2.013, -4.043, -1.248], [3.635, -3.934, -0.530], [3.353, -3.319, -2.160], [5.119, -2.359, -1.122], [6.883, -0.684, -1.016], [6.331, 1.629, -0.269], [4.027, 2.199, 0.404], [-4.635, 2.031, -0.884], [-3.182, 1.967, -0.501], [-2.382, 3.234, -0.571], [-2.691, 0.903, -0.150], [-4.884, 2.953, -1.406], [-5.234, 1.973, 0.030], [-4.892, 1.167, -1.496], [-2.971, 4.085, -0.222], [-2.123, 3.423, -1.618], [-1.460, 3.149, 0.002], [1.405, -0.917, -7.286], [1.776, 0.223, -6.582], [1.457, 0.352, -5.239], [0.762, -0.662, -4.580], [0.415, -1.813, -5.288], [0.725, -1.938, -6.635], [0.404, -0.588, -3.140], [0.183, 0.514, -2.427], [0.140, 1.938, -2.823], [-0.714, 2.351, -3.846], [-0.776, 3.690, -4.214], [0.012, 4.632, -3.564], [0.867, 4.227, -2.544], [0.926, 2.890, -2.172], [1.656, -1.013, -8.335], [2.324, 1.012, -7.082], [1.766, 1.238, -4.696], [-0.110, -2.616, -4.777], [0.443, -2.834, -7.175], [0.329, -1.555, -2.647], [-1.329, 1.614, -4.353], [-1.437, 3.996, -5.017], [-0.040, 5.676, -3.851], [1.492, 4.956, -2.040], [1.594, 2.573, -1.372]], "mulliken_charge": [1.142, -1.598, 1.324, -1.172, 0.331, -0.726, -0.849, -0.831, -0.948, 0.271, 1.477, -1.268, -1.788, 0.384, 0.448, 0.501, 0.452, 0.427, 0.140, 0.370, 0.432, 0.427, 0.388, 0.467, 0.203, 0.433, 0.521, 0.395, 0.407, -2.041, 0.974, -0.251, 0.968, -1.024, -1.058, -0.635, -0.854, -0.005, 0.524, 0.309, 0.474, 0.450, 0.389, 0.413, 0.441, 0.376, -1.421, 0.816, -0.546, -0.378, 0.414, 0.342, 0.342, 0.544, 0.147, -0.211, -0.469, -0.745, -0.179, 0.454, -0.487, -0.660, -0.124, -0.452, 0.036, -0.082, -0.801, -0.524, -0.773, 0.011, 0.402, 0.416, 0.475, 0.415, 0.399, 0.280, 0.426, 0.426, 0.397, 0.445, 0.450], "orbital_gap_ev": 7.74, "molar_mass_g_mol": 775.03, "relative_energy_ev": 0.000, "e_homo_ev": -10.085, "largest_force_ha_per_bohr": 0.0126, "charge": 1, "total_energy_ev": -66352.570}